[1]
A molecular structure, C23H24CrO2PSe2, computed with ωB97M-V with the def2-TZVPD basis set.

The spin multiplicity is 5. The HOMO energy (alpha / beta) is -0.131 / -0.149 Ha. Its net charge is -1. As for the energy relative to the best compared isomer or geometry (same formula, charge and spin): 0.00 kcal/mol.

Structure (XYZ):
```
53
Properties=species:S:1:pos:R:3:mulliken_spin:R:1
H -5.9971 3.7475 0.9285 0.00
C -3.9135 4.0347 0.5010 0.00
H 1.1910 -3.0259 0.1228 -0.01
H -0.3732 -3.5921 -3.2930 0.00
H 0.9272 -4.9869 -1.7761 0.00
H -5.7336 1.3299 1.3909 0.00
H 3.2023 -4.2323 -5.4567 0.00
C 1.3737 4.3048 1.9716 0.00
C -1.2173 0.4272 3.2518 -0.01
H -1.7876 1.3259 3.4661 0.00
C 2.3445 -4.2383 -3.7016 0.00
H -4.0206 5.0916 0.2888 0.00
H -1.3055 -0.3170 5.2648 0.00
H 0.7683 -2.8049 2.4775 0.00
H -0.0235 -2.3585 4.7436 0.00
C 2.3641 4.4145 1.0023 0.00
C -5.0218 3.2827 0.8578 0.00
C -2.6621 3.4400 0.4141 0.00
H 1.6150 -5.0210 -3.9510 0.00
C -0.2309 -1.6438 3.9537 -0.01
H 2.3833 -4.3005 -1.0314 0.00
C 0.2149 -1.8881 2.6621 0.03
C 0.3323 2.5305 0.7147 -0.05
H 0.5577 -2.7057 -4.5008 0.00
P -0.9067 1.2081 0.4891 0.05
Se -0.4811 -1.0915 -2.9294 -0.01
H 2.4807 -1.2802 -3.2514 0.01
O 2.7879 -3.5836 -4.8833 0.00
C -0.9540 -0.4911 4.2544 0.03
C 0.3657 3.3658 1.8312 0.00
C 0.3651 -2.7990 -3.4326 0.02
C 2.3450 3.5804 -0.1045 0.01
C 1.4192 -4.0517 -1.4862 -0.01
C -4.8715 1.9263 1.1182 0.00
H 1.3952 4.9476 2.8435 0.00
H -1.8027 4.0358 0.1345 0.00
Se 2.7338 -1.2254 -0.7312 0.00
O 0.5789 -3.4518 -0.5038 0.01
H -3.5131 0.2712 1.2265 0.00
C 1.6804 -3.2236 -2.7509 -0.02
C 2.6745 -2.0674 -2.5262 0.02
H -0.4012 3.2761 2.5916 0.00
C -0.0416 -0.9978 1.6082 -0.06
Cr 0.2121 -0.9891 -0.5175 4.10
H 3.6882 -2.4330 -2.6961 0.00
C -2.4983 2.0824 0.6843 0.00
H 3.1556 5.1445 1.1199 0.00
C -3.6258 1.3304 1.0263 0.00
H 3.1249 3.6473 -0.8519 0.00
H 1.3319 1.9623 -1.0941 0.00
H 3.1924 -4.7112 -3.1869 0.00
C 1.3331 2.6397 -0.2472 0.03
C -0.7562 0.1643 1.9637 -0.13
```


[2]
2 unconnected molecules or ions with the total composition C3H7NO in a non-equilibrium geometry, computed with ωB97M-V with the def2-TZVPD basis set.

The spin multiplicity is 2. The HOMO energy (alpha / beta) is -0.499 / -0.499 Ha. Its net charge is +1. As for the energy relative to the best compared isomer or geometry (same formula, charge and spin): 60.02 kcal/mol.

Structure (XYZ):
```
12
Properties=species:S:1:pos:R:3:mulliken_spin:R:1
C 1.1172 0.2393 -1.7180 0.05
O -2.9860 -0.5432 2.0382 0.00
H 0.6987 -1.3917 0.3895 0.07
C 1.2427 -0.4565 0.5921 -0.02
H 0.2555 0.7542 -2.1425 0.00
H 1.9831 0.7157 -2.1830 0.02
C -2.2716 0.2148 1.4718 0.00
H -1.6878 -0.0722 0.5584 0.00
H 1.0645 -0.8171 -1.9797 0.04
H -2.1809 1.3028 1.6232 0.00
N 1.1841 0.4254 -0.2767 0.79
H 1.5805 -0.3714 1.6268 0.04
```


[3]
10 unconnected molecules or ions with the total composition BF4H18O9 in a non-equilibrium geometry, computed with ωB97M-V with the def2-TZVPD basis set.

The HOMO energy is -0.275 Ha. Its net charge is -1. As for the energy relative to the best compared isomer or geometry (same formula, charge and spin): 1.67 kcal/mol.

Structure (XYZ):
```
32
Properties=species:S:1:pos:R:3:mulliken_charge:R:1
H 3.4006 0.4577 2.0193 0.33
O 0.3322 0.1272 3.7057 -0.70
O -3.7798 -1.4690 3.1405 -0.63
H 4.5572 -0.6600 0.0219 0.26
H -0.9461 -0.7684 -3.8454 0.32
H 0.1508 -0.1291 2.7978 0.30
H -1.9080 2.4208 -3.5562 0.30
O 3.9501 -0.8437 0.7432 -0.68
H 1.0213 0.7975 3.6274 0.35
F 0.8848 0.1321 0.4428 -0.39
H -1.4893 1.5576 -2.3616 0.42
H -3.8253 -1.6068 -0.2796 0.31
H -3.1931 -0.2412 -0.5022 0.31
O -2.2417 1.7545 -2.9498 -0.66
H -4.3214 -0.8278 2.6704 0.32
H 0.9374 2.3792 -1.0298 0.37
F -1.3470 0.1029 0.8972 -0.28
H 3.3436 -1.5556 0.3976 0.41
F -0.5791 1.2143 -0.9653 -0.46
H -0.1961 -0.7150 -2.5092 0.39
F -0.4715 -1.0645 -0.9039 -0.49
O -3.9199 -0.8017 -0.7965 -0.65
O -0.0581 -0.7595 -3.4773 -0.70
B -0.4024 0.1272 -0.1309 0.58
O 2.2352 -2.5253 -0.3268 -0.79
O 1.3631 3.2470 -0.9975 -0.67
H -3.0734 -1.6851 2.5228 0.31
H 2.0854 0.9752 1.4337 0.47
O 2.6750 1.0771 2.2040 -0.71
H 1.5427 -1.8447 -0.3269 0.42
H 2.4676 -2.6371 -1.2549 0.33
H 0.8053 3.7641 -0.4105 0.30
```


[4]
10 unconnected molecules or ions with the total composition C40H110N10O10 in a non-equilibrium geometry, computed with ωB97M-V with the def2-TZVPD basis set.

The HOMO energy is -0.310 Ha. Its net charge is 0. As for the energy relative to the best compared isomer or geometry (same formula, charge and spin): 20.61 kcal/mol.

Structure (XYZ):
```
170
Properties=species:S:1:pos:R:3:mulliken_charge:R:1
C -0.3120 -5.0248 3.6952 -1.10
H 2.1984 -3.2644 -0.0950 -0.34
H -2.6058 1.2277 -1.5711 -0.02
H 0.8345 2.2808 4.1934 -0.12
H -1.6412 3.5136 5.6520 0.31
H 2.5957 -1.2426 -3.8999 0.17
C -3.2581 -4.9196 -5.8000 -0.79
H 2.0395 2.5230 6.2310 0.06
H -0.9289 -1.0468 2.3897 -0.05
H 2.1421 6.0726 6.5960 0.29
C 6.9127 -2.6185 -0.5445 -1.43
C -0.0263 -2.7155 4.6281 -1.25
N 0.7676 -4.6034 -0.6975 -0.64
H 2.6028 -2.2735 7.3371 0.43
C 3.8576 2.2222 -0.2771 -0.63
H -5.3060 3.1008 -1.1780 0.43
C 1.7116 -0.5084 1.7138 -0.18
H -0.9221 -2.8757 5.2453 0.38
H -4.0764 2.8426 -2.3829 0.13
N 5.3879 -0.6802 -0.6133 -0.09
H -4.4940 2.2336 -4.7028 -0.05
O 1.3668 4.3875 5.7986 -0.35
H 3.0972 -5.7925 -1.5220 0.40
H -4.8703 0.2308 -3.1074 0.39
H 0.0160 -1.6390 4.4729 0.05
H 0.8733 -1.6748 10.1277 0.35
H 6.7251 0.1136 -2.6952 0.46
H 2.3930 -1.4200 10.9881 0.35
C 1.0795 3.0509 6.1605 -0.48
O 2.1714 -0.4605 6.4770 0.12
H -1.4688 0.4417 2.0380 0.32
C 2.0805 -3.9454 -0.9435 1.24
N -0.1659 1.0594 5.5469 -0.76
N -0.6377 -0.0538 2.3534 -0.04
H -5.9619 6.0866 -2.2750 0.35
N 0.9542 5.3758 -2.2885 -0.73
H 3.4976 -0.1508 5.0034 0.15
H 0.5269 3.0248 7.1100 0.46
H -0.8757 4.2725 -0.4708 0.41
N -4.2327 1.5688 -5.4292 -0.63
O -7.5792 5.5232 -3.4165 -0.31
H 9.9208 -0.6983 -3.9183 0.28
H 4.7034 2.5202 -0.9150 0.43
H -1.2045 0.4707 -2.3703 0.29
C 2.0282 5.0249 6.8641 -0.77
C 2.0499 -3.2745 -2.3066 -0.25
H -1.4224 -1.6648 -3.8381 0.07
H -1.6854 2.6484 4.0841 0.40
H -4.1365 -4.7469 -5.1653 0.28
H 3.4157 -0.5358 8.9369 0.31
H -9.0181 0.7895 -4.4691 0.28
H -7.9676 7.4884 -2.9560 0.29
H 1.7397 5.9672 -2.5540 0.24
H 1.2616 -2.5165 -2.2281 -0.04
H 3.4529 1.3050 -0.7165 0.08
H 6.3795 -3.3072 -1.2095 0.21
H 2.1805 -2.7007 9.7103 0.33
C -5.0982 0.3677 -5.2576 0.36
H -6.4035 3.3053 -3.3086 -0.46
H 2.0241 -0.2826 2.7359 -0.05
H 0.6154 -3.3136 2.6508 -0.52
C -4.7351 3.6022 -1.9696 -1.28
N -4.9893 4.5533 -4.2196 -0.56
H 2.1482 -5.8158 2.9855 0.25
H -3.6514 -0.6895 -3.9496 -0.16
H 8.2937 -0.6456 -4.6573 0.30
C 0.2147 2.4246 5.0908 1.15
O 8.4197 -1.1403 -2.6233 -0.36
H 1.3294 5.0423 7.7094 0.32
H -2.2589 -0.5212 -1.3750 0.52
C -6.6052 5.2135 -2.4617 -1.04
O -1.1235 0.8101 -0.2806 -0.33
H 1.6900 1.1386 8.2887 0.19
H -3.3830 -2.3183 -5.9291 0.16
H -3.6206 -4.9003 -6.8347 0.32
H 1.8197 -4.0152 -3.0838 0.34
H 0.2437 3.0190 0.0306 -0.16
O -2.2109 -4.0343 -5.5567 -0.32
H 2.9643 4.5271 7.1083 0.27
H -0.5023 0.5393 4.7317 0.31
C -0.6608 -1.7379 -4.6176 -1.00
H 4.6871 -1.2616 -1.0796 -0.13
H 2.2631 -4.2949 3.9211 0.15
H -6.7860 1.5129 -4.4185 -0.10
H 6.4526 -1.6064 -3.0099 0.23
H -8.8429 6.2483 -1.9772 0.32
H -4.4853 2.0080 -6.3111 0.32
H 2.2473 3.0471 -2.0494 0.33
C 3.2134 -4.9755 -0.8050 -1.22
N -1.6747 -0.5195 -6.5116 -0.79
H -6.7926 1.2880 -6.1757 0.42
H 0.7873 -3.0236 5.2874 0.28
H -2.5789 -2.9771 -7.2803 0.39
H 7.9396 -3.0049 -0.5387 0.38
H 3.2933 4.4385 -1.6965 0.42
C 0.0146 0.0239 -0.0555 -0.90
H 0.9422 -1.6600 7.5939 0.32
C 1.9955 -1.3790 7.5291 -0.90
H 4.1953 -4.5099 -0.9094 -0.05
H 3.6337 -2.4294 -4.5206 0.29
H 0.2143 6.0603 -2.1394 0.26
H -1.2129 -5.1537 4.2976 0.38
H -2.5158 -0.1314 -6.0943 0.19
H -1.6955 -3.8375 2.0642 0.29
C -1.0549 3.1845 4.7931 -1.61
H -5.3377 -1.2637 -3.9032 0.42
H -7.1039 4.8731 -1.5440 0.42
C 1.9655 -1.6733 10.0267 -1.42
O -7.3704 -0.3483 -5.0532 -0.33
H 4.3084 2.0045 0.6915 0.29
H -2.8869 -5.9204 -5.5831 0.26
H -0.2579 -1.0209 -0.2659 0.55
H 1.3534 5.2743 -0.1809 0.29
H 0.7547 -5.5386 -1.1129 0.33
H 7.4188 -0.5009 -0.3983 0.32
O 0.7104 -5.5896 4.4814 -0.36
C -0.1725 -3.5374 3.3704 1.66
C -2.4236 -2.7975 -6.2013 -0.61
H 0.6944 0.5214 5.7701 0.20
H -5.6170 5.2083 -4.6847 0.28
C -5.7184 4.1070 -3.0097 1.26
H -2.1841 -3.0920 3.3772 0.25
O 3.3468 -2.7140 -2.4812 -0.23
H 0.6129 0.2930 9.1483 0.33
C 8.8775 -0.4305 -3.7565 -0.77
O 2.9186 3.2435 -0.0707 -0.33
C 1.2149 4.6214 -1.0562 0.62
H 4.2566 -1.1603 -3.4231 0.17
C -6.5455 0.8023 -5.2184 -0.07
H -4.2049 4.4206 -1.4797 0.39
C -8.4710 6.5223 -2.9736 -0.76
C 2.3412 -0.7379 8.8791 0.36
C -1.2653 -1.8527 -6.0401 0.49
C 2.0110 -5.3622 3.9732 -0.54
H 3.1952 -5.4099 0.1962 0.34
H -8.9760 0.2375 -6.1990 0.30
H -0.1604 3.1741 -1.6902 0.28
C 3.5158 -0.2040 6.0954 -0.99
H -0.0966 -0.8132 -4.5179 0.46
C 0.0210 3.7272 -0.7637 -0.99
H -0.4732 -2.1589 -6.7320 0.38
H 8.8501 0.6517 -3.5737 0.31
C 6.7492 -1.1713 -0.9494 0.35
C -1.8181 0.4856 -1.4578 -0.57
H 0.7164 -4.8567 0.2902 0.16
H 6.5691 -2.8100 0.4767 0.42
C -8.7396 -0.0126 -5.1536 -0.75
N -1.4194 -3.0778 2.6975 -0.69
H 2.6982 -5.7971 4.6991 0.29
H -9.3435 6.4823 -3.6190 0.24
H 0.8368 0.3291 -0.7176 0.20
C 7.0435 -0.8927 -2.4113 -0.66
H 5.2576 -0.8745 0.3762 0.21
H -0.9614 0.1804 -6.3902 0.27
H 1.5313 -1.5850 1.6788 -0.46
H 3.9093 0.7448 6.4671 0.27
C 3.4469 -1.8681 -3.5937 -0.65
H -0.4522 -5.5833 2.7554 0.43
H 2.5207 -0.2235 1.0405 0.06
C 0.4273 0.2298 1.3913 0.89
H -4.1471 5.0590 -3.9618 0.27
H -4.8556 -0.2846 -6.1014 0.36
H -0.8101 4.1322 4.2907 0.36
H 0.6060 1.3091 1.4932 -0.13
H -0.0241 -2.6220 -4.5013 0.20
H -9.3043 -0.9315 -4.9906 0.26
C -4.6961 -0.3863 -3.9996 -0.99
H 4.1488 -1.0446 6.3936 0.42
N 1.6043 0.5080 9.0783 -0.64
C 2.4774 3.8172 -1.2945 -0.84
```


[5]
13 unconnected molecules or ions with the total composition C33H34Cl36F6NO3 in a non-equilibrium geometry, computed with ωB97M-V with the def2-TZVPD basis set.

The HOMO energy is -0.436 Ha. Its net charge is +1.

Structure (XYZ):
```
113
Properties=species:S:1:pos:R:3:mulliken_charge:R:1
H 3.0948 -3.6961 -2.6669 0.12
Cl 8.1092 -4.7029 -1.4128 -0.11
H -0.5569 2.2451 3.7011 0.03
C 1.1038 1.1580 -2.2825 0.68
C 2.7958 2.7873 -6.8797 -0.12
C -10.5701 -4.1036 -2.0783 0.05
Cl -4.5254 0.6158 1.2778 0.11
Cl -5.1291 -0.2506 7.2860 -0.10
C 2.3702 1.6412 -2.2949 1.04
C -2.0398 -2.9592 0.1285 0.86
H 2.1478 -3.6348 7.9040 0.30
H -11.1573 -4.1083 -1.1692 0.28
F 4.7803 -1.5038 -0.7311 -0.28
C 0.4197 -0.4560 -4.1671 -0.89
C -2.2911 -2.4107 -1.2669 -0.68
C 4.2078 4.4629 -0.7162 -1.13
F -0.7321 -3.0059 0.4459 -0.23
H -2.0892 1.6365 -1.1745 0.87
C 1.3422 -4.2733 7.5673 0.01
C -1.0122 2.3181 2.7132 -0.36
C -4.3257 -1.3551 8.4039 0.03
C 7.8126 -3.8453 0.1005 0.65
Cl -7.4610 0.7800 -0.2760 -0.02
C 2.6790 2.7720 -1.4937 0.91
Cl -10.1190 -2.3361 2.1759 -0.13
F 2.7818 -1.3547 -1.5506 -0.23
Cl 2.0053 1.2981 -6.3573 -0.06
Cl -0.0412 0.2087 5.3240 -0.16
H 3.4428 5.7781 0.6245 0.08
H -0.3938 -0.8985 -1.1023 0.39
Cl -10.7579 -0.8430 -0.2269 -0.08
C -0.1915 3.2521 1.8623 -0.58
H 0.0900 -1.0063 -5.0127 0.63
Cl 3.5328 -5.4911 -4.0922 -0.12
Cl -2.5718 -1.2404 8.2351 -0.09
Cl 7.1355 -4.8309 -6.5406 -0.11
C -5.3751 1.7935 2.2814 -0.16
Cl -8.0755 1.4527 -3.0492 -0.13
Cl 4.5489 2.6305 -6.7651 -0.12
Cl 5.3384 -3.3843 -3.2082 -0.01
H 6.8895 -3.2901 -0.0064 -0.26
Cl 8.1112 -2.5693 -5.0095 -0.10
H 4.7575 3.0221 -2.1166 0.49
Cl -8.9131 -3.6553 -1.6563 -0.09
H -4.7034 2.0996 3.0719 0.29
C 3.8519 -0.6387 -1.1933 0.37
C 0.0801 1.7006 -1.4203 0.00
Cl 3.8033 7.0222 2.8325 -0.16
Cl -10.6162 -5.7213 -2.7750 -0.13
C 2.0029 4.4390 0.1000 -0.84
H -0.1624 4.2513 2.2963 0.25
Cl -0.1847 -3.5502 8.0902 -0.08
H 0.8297 2.8789 1.8809 0.53
H -1.5180 -2.7599 -1.9564 0.30
Cl 3.0345 -2.7050 -4.7848 -0.12
H -7.4912 -0.6211 -2.1457 0.10
O 5.5381 0.8835 -1.8715 -0.54
H 4.0336 1.7638 -3.6505 0.42
H -1.0095 1.3164 2.2879 0.04
H 1.2994 4.9268 0.7478 0.55
H 2.9991 0.3865 -3.9040 0.11
F -2.5099 -4.2165 0.2175 -0.30
Cl 9.1077 -2.6917 0.4313 -0.13
H -1.5920 2.7837 0.2942 0.43
C -0.6546 3.3132 0.3619 -1.46
H 9.2090 -4.5793 -5.4880 0.28
F 3.5246 0.1502 -0.1641 -0.25
H 3.9215 5.9038 4.8893 0.31
Cl 0.0397 -1.6594 3.1018 -0.04
C -7.1710 0.3975 -1.9669 0.09
C -1.2611 1.0324 -1.5256 -1.70
C 0.3597 2.7371 -0.5938 0.55
H -9.7071 -0.0787 1.7135 -0.09
O -2.3704 2.7117 2.8239 -0.40
Cl -4.8198 -1.0383 10.0648 -0.12
C -10.5334 -0.7507 1.5184 0.43
H 6.3600 0.4135 -2.0336 0.35
O -2.4244 -1.0169 -1.3269 -0.28
Cl 2.2274 4.1553 -5.9200 -0.12
C 3.4467 1.0072 -3.1407 -1.11
H -0.8307 4.3560 0.1084 0.55
C -0.5702 -1.3737 4.7348 0.73
Cl -2.3202 -1.5016 4.7844 -0.06
C 0.7230 0.1142 -3.1652 -1.18
Cl 6.1552 6.3961 4.4132 -0.09
C -1.2784 -0.3179 -0.8410 0.07
Cl 9.4595 -3.3498 -7.4605 -0.12
C 8.5651 -3.9205 -6.0552 0.03
Cl -11.9705 -0.1015 2.3061 -0.13
H -2.4102 3.6730 2.8193 0.38
C 3.9587 3.3821 -1.5001 -0.90
F -2.6687 -2.2244 1.0517 -0.18
Cl 1.5616 -5.8624 8.2907 -0.12
H 4.8223 -0.6218 -3.0463 0.61
Cl -11.2790 -2.9253 -3.1850 -0.12
Cl 7.6200 -4.9759 1.4372 -0.13
H -3.2325 -2.8420 -1.5900 0.42
H -0.1518 -2.1298 5.3841 -0.44
C 1.6686 3.3113 -0.6518 1.07
C 4.4449 0.1339 -2.3611 0.16
H -4.6213 -2.3642 8.1497 0.27
Cl 4.5165 4.2533 3.3351 -0.10
H 2.5363 2.9658 -7.9147 0.41
Cl -6.8107 1.0630 3.0211 -0.11
Cl -5.4296 0.5248 -2.2552 -0.06
C 4.5290 5.8927 3.9940 0.05
H -1.3338 -0.2135 0.2433 0.28
H 5.1741 4.9315 -0.7088 0.45
N 3.2189 4.9628 0.0673 0.25
H -1.4453 0.8312 -2.5757 0.35
Cl -5.8110 3.2344 1.3485 -0.13
C 3.6753 -3.8184 -3.5724 0.17
Cl 1.4274 -4.3767 5.8038 -0.12
```


[6]
A molecular structure, C13H20AsBrF6O5P in a non-equilibrium geometry, computed with ωB97M-V with the def2-TZVPD basis set.

The HOMO energy is -0.247 Ha. Its net charge is -1.

Structure (XYZ):
```
47
Properties=species:S:1:pos:R:3:mulliken_charge:R:1
H 0.1401 -1.5898 0.0618 0.10
H -2.3835 0.1549 -1.2274 0.16
C 2.6915 0.7544 0.0204 -0.12
O -2.3318 2.4408 0.8867 -0.33
H 0.8321 3.2012 -2.2121 0.36
H -2.7349 -0.9408 2.2180 0.32
C -1.0448 -5.1044 -1.0627 -0.37
C 0.9633 2.1845 -1.6005 -0.17
H 3.1962 2.5393 -1.3076 0.35
F 7.4637 1.3033 2.9547 -0.50
H -4.1845 2.6994 -0.1392 0.32
H -2.6898 2.8850 -1.2703 0.28
H -4.3361 -3.5079 0.5558 0.26
O -0.2805 1.7244 -0.9639 0.00
H 1.7700 0.0615 0.2275 -0.24
Br 1.4178 0.8050 -3.0333 -0.21
H -4.2961 1.6702 -2.6171 0.29
C -3.3463 0.6511 -0.7468 0.55
C -2.6004 -4.9500 -0.5337 -0.30
H -1.6792 -0.1211 0.8479 -0.16
H 3.4153 0.2720 -0.7863 0.38
H -0.6651 -6.0835 -1.6038 0.27
C -3.2031 -3.5715 0.1941 -0.49
O -0.1105 4.2116 0.5927 -0.52
H -0.4889 4.5542 1.4777 0.37
As 6.2251 0.0975 2.3955 1.98
H 3.3276 0.9479 1.0086 0.06
O 0.0936 1.6518 1.6974 -0.61
F 6.5455 -0.9150 3.8696 -0.50
H 2.2296 3.0529 0.2267 0.29
H 1.0795 -3.9429 -1.1895 0.32
H -3.3265 -5.8637 -0.7141 0.25
C -2.1945 -2.2961 0.4005 0.36
F 4.9866 -1.1084 1.8361 -0.49
C -0.0275 -3.8436 -0.8146 -0.37
F 7.5153 -0.8088 1.4924 -0.50
H -5.5748 0.7435 -1.5876 0.29
C -4.4706 0.6742 -1.9842 -1.17
F 5.9047 1.1100 0.9212 -0.49
H -4.3382 -0.2570 -2.7083 0.32
F 4.9350 1.0040 3.2981 -0.50
C -3.1025 2.2452 -0.3515 -0.58
O -3.7624 -0.1878 0.3887 -0.41
C 2.2725 2.2373 -0.6142 -0.63
C -2.6121 -0.8320 1.0546 0.19
P -0.5981 2.5400 0.5427 0.70
C -0.6224 -2.4925 -0.1009 -0.15
```


no.,energy (eV)
1,-196739.83452
2,-6750.41770
3,-30276.33634
4,-78634.87378
5,-509510.51914
6,-180512.95801